{"formula": "C29H25N2S", "method": "wB97M-V/def2-TZVPD", "spin_multiplicity": 1, "homo_energy_ev": -10.37, "total_charge": 1, "homo_lumo_gap_ha": 0.2404, "energy_ev": -44288.3991, "elements": ["C", "N", "C", "C", "C", "C", "C", "C", "S", "C", "C", "C", "C", "C", "C", "C", "C", "H", "H", "H", "H", "H", "H", "H", "H", "H", "H", "H", "H", "H", "C", "C", "N", "C", "C", "C", "C", "C", "C", "C", "C", "C", "C", "C", "C", "H", "H", "H", "H", "H", "H", "H", "H", "H", "H", "H", "H"], "coordinates": [[1.2865, -1.4522, -1.5787], [1.0970, -0.0144, -1.7709], [2.2197, 0.8075, -2.0594], [1.8580, 2.1549, -2.1531], [2.8170, 3.1419, -2.3995], [4.1636, 2.7618, -2.4473], [4.5343, 1.4191, -2.2883], [3.5601, 0.4243, -2.0736], [0.1296, 2.3539, -1.8295], [-0.0536, 0.6650, -1.5090], [-1.3130, 0.0681, -0.9395], [-2.5996, 0.8497, -1.5627], [-2.8589, 2.1164, -1.0423], [-4.0493, 2.8111, -1.2983], [-4.9619, 2.3079, -2.2318], [-4.6759, 1.0823, -2.8535], [-3.4811, 0.3747, -2.5558], [0.3397, -1.9867, -1.6713], [1.9997, -1.8051, -2.3237], [1.7399, -1.6578, -0.6083], [2.4787, 4.1692, -2.5275], [4.9212, 3.5200, -2.5895], [5.5717, 1.1374, -2.3298], [3.8247, -0.6250, -1.9046], [-1.3656, -1.0169, -1.1259], [-2.1229, 2.5576, -0.3599], [-4.2253, 3.7435, -0.7555], [-5.8923, 2.8421, -2.4140], [-5.4019, 0.6799, -3.5581], [-3.3138, -0.5896, -3.0410], [-2.8553, -0.5195, 0.8841], [-1.4628, 0.0716, 0.5760], [-0.4757, -0.5871, 1.5449], [0.5418, 0.0252, 2.3352], [0.7375, 1.3385, 2.7781], [1.8761, 1.6417, 3.5535], [2.7919, 0.6297, 3.8725], [2.5790, -0.6959, 3.4999], [1.4446, -0.9883, 2.7546], [0.8970, -2.2413, 2.3266], [-0.3360, -1.9687, 1.6823], [-1.1265, -3.0272, 1.2353], [-0.6437, -4.3357, 1.3752], [0.6064, -4.5849, 1.9449], [1.3714, -3.5350, 2.4480], [-3.6108, 0.2657, 0.8265], [-3.0584, -1.1923, 0.0481], [-3.0689, -1.0743, 1.8194], [-1.3228, 1.1238, 0.8408], [0.0061, 2.0901, 2.5104], [2.0425, 2.6518, 3.9016], [3.6632, 0.8811, 4.4441], [3.2384, -1.5137, 3.7918], [-2.0910, -2.8402, 0.8053], [-1.2544, -5.1640, 1.0389], [0.9637, -5.5983, 2.0180], [2.3200, -3.6936, 2.9461]], "mulliken_charge": [-1.307, 0.248, 0.121, 1.007, -0.726, -0.539, -0.763, -0.563, -0.037, -0.154, 0.610, 0.312, -0.166, -0.948, -0.483, -0.683, -0.461, 0.292, 0.538, 0.515, 0.419, 0.411, 0.427, 0.383, 0.807, 0.304, 0.394, 0.405, 0.408, 0.409, -2.135, -0.090, 0.699, 0.197, -0.646, -0.752, -0.738, -0.453, 0.236, 0.696, 0.716, -0.604, -0.989, -0.816, -0.526, 0.369, 0.537, 0.482, 0.229, 0.474, 0.428, 0.420, 0.422, 0.356, 0.445, 0.419, 0.443]}


{"formula": "C20H44Br8N4O4", "method": "wB97M-V/def2-TZVPD", "spin_multiplicity": 1, "homo_energy_ev": -9.11, "homo_lumo_gap_ha": 0.3403, "smiles": "CN(C)C=O.CN(C)C=O.CN(C)C=O.CN(C)C=O.BrCCBr.BrCCBr.BrCCBr.BrCCBr", "energy_ev": -595944.5611, "elements": ["C", "N", "C", "C", "O", "H", "H", "H", "H", "H", "H", "H", "C", "N", "C", "C", "O", "H", "H", "H", "H", "H", "H", "H", "C", "N", "C", "C", "O", "H", "H", "H", "H", "H", "H", "H", "C", "N", "C", "C", "O", "H", "H", "H", "H", "H", "H", "H", "Br", "C", "C", "Br", "H", "H", "H", "H", "Br", "C", "C", "Br", "H", "H", "H", "H", "Br", "C", "C", "Br", "H", "H", "H", "H", "Br", "C", "C", "Br", "H", "H", "H", "H"], "coordinates": [[-3.5487, 22.1831, -5.3448], [-4.2886, 22.1957, -4.0936], [-5.7157, 22.2525, -4.1560], [-3.6310, 22.2079, -2.9103], [-4.1403, 22.3450, -1.8185], [-4.2443, 22.2863, -6.1756], [-3.0668, 21.2101, -5.4884], [-2.8065, 22.9712, -5.4703], [-6.1572, 21.3206, -4.5374], [-6.1984, 22.4577, -3.2060], [-6.0558, 23.0179, -4.8609], [-2.5404, 22.0886, -3.0444], [-6.1286, 26.3317, -10.4883], [-5.3148, 25.1849, -10.1763], [-4.8848, 25.0679, -8.8069], [-4.8006, 24.3963, -11.1494], [-4.1151, 23.4137, -10.9563], [-5.6238, 27.2770, -10.2600], [-7.0053, 26.3491, -9.8256], [-6.5036, 26.3789, -11.5071], [-4.4243, 24.1014, -8.5914], [-4.0845, 25.7721, -8.5629], [-5.7407, 25.1103, -8.1353], [-5.0789, 24.7402, -12.1623], [-4.3195, 27.0772, -2.4474], [-4.6837, 26.9093, -3.8335], [-5.2897, 28.0410, -4.5018], [-4.5856, 25.7107, -4.4359], [-5.0157, 25.4262, -5.5371], [-3.4198, 27.6858, -2.3199], [-4.0763, 26.1105, -2.0027], [-5.1498, 27.4901, -1.8730], [-4.7950, 28.9564, -4.1806], [-5.2166, 27.9394, -5.5804], [-6.3499, 28.1102, -4.2349], [-4.0956, 24.9504, -3.8028], [-1.6274, 24.5106, -14.0176], [-1.2636, 25.7698, -14.6334], [0.0574, 25.8427, -15.2279], [-2.2744, 26.5389, -15.1600], [-2.1985, 27.1925, -16.1667], [-0.8201, 24.1401, -13.3859], [-1.7790, 23.7414, -14.7875], [-2.5350, 24.5877, -13.4198], [0.2595, 26.8683, -15.5240], [0.8040, 25.5963, -14.4690], [0.1789, 25.1527, -16.0670], [-3.1598, 26.5961, -14.5024], [-7.1309, 29.4365, -11.7128], [-9.0439, 29.7436, -11.6261], [-9.3737, 31.1616, -11.2377], [-11.2822, 31.3356, -11.1002], [-9.4688, 29.0149, -10.9397], [-9.4296, 29.4706, -12.6051], [-8.9921, 31.8673, -11.9715], [-8.9087, 31.4276, -10.2917], [0.5991, 26.6078, -8.8146], [0.3137, 25.2070, -10.1386], [-1.0558, 24.6029, -10.0095], [-1.1633, 23.2479, -8.6521], [1.1385, 24.5203, -10.0017], [0.3753, 25.6864, -11.1149], [-1.3478, 24.1289, -10.9467], [-1.8220, 25.3645, -9.8766], [-1.6575, 21.7097, -12.2136], [-1.4901, 20.3186, -10.8997], [-2.8191, 20.2177, -10.1894], [-2.5114, 19.1530, -8.5441], [-0.6805, 20.5072, -10.2058], [-1.3010, 19.3623, -11.3842], [-3.5750, 19.6641, -10.7284], [-3.1707, 21.1623, -9.7930], [-8.6236, 23.8044, -7.9758], [-7.9195, 23.0381, -9.6208], [-8.7702, 23.5042, -10.7702], [-8.2297, 22.5586, -12.3715], [-8.0040, 21.9605, -9.5209], [-6.8856, 23.3482, -9.6982], [-8.6182, 24.5618, -10.9665], [-9.8190, 23.3088, -10.5784]], "mulliken_charge": [-1.128, 0.218, -1.007, 0.032, -0.582, 0.297, 0.446, 0.360, 0.363, 0.303, 0.319, 0.378, -1.231, 0.698, -1.063, -0.151, -0.396, 0.358, 0.336, 0.379, -0.075, 0.376, 0.489, 0.384, -0.917, 0.103, -0.965, 0.482, -0.589, 0.312, 0.294, 0.334, 0.357, 0.268, 0.309, 0.013, -0.771, 0.192, -0.951, 0.098, -0.551, 0.228, 0.339, 0.134, 0.341, 0.308, 0.333, 0.268, -0.165, -0.639, -0.560, -0.150, 0.400, 0.398, 0.360, 0.373, -0.167, -0.641, 0.422, -0.116, 0.451, 0.289, -0.597, 0.297, -0.101, -0.637, -0.178, -0.215, 0.420, 0.414, 0.479, -0.137, -0.160, -0.207, -0.513, -0.150, 0.480, -0.177, 0.228, 0.427]}


{"formula": "C27H36BCaN8O10P2", "method": "wB97M-V/def2-TZVPD", "s2": 0.795, "spin_multiplicity": 2, "homo_energy_ev": [-8.38, -8.38], "homo_lumo_gap_ha": [0.3158, 0.2135], "energy_ev": -98681.7239, "elements": ["Ca", "C", "C", "C", "C", "N", "N", "B", "N", "C", "C", "C", "C", "N", "N", "C", "C", "C", "C", "N", "N", "C", "C", "C", "C", "N", "H", "H", "H", "H", "H", "H", "H", "H", "H", "H", "H", "H", "H", "H", "H", "H", "H", "H", "H", "H", "C", "O", "C", "C", "C", "C", "C", "C", "O", "C", "O", "C", "H", "H", "H", "H", "H", "H", "H", "H", "H", "C", "C", "O", "P", "O", "O", "O", "P", "O", "O", "O", "H", "H", "H", "H", "H", "H", "H"], "coordinates": [[-0.2258, 0.4534, 0.4838], [-4.2921, 0.6452, 0.8808], [-3.6313, -0.4037, 1.7057], [-4.1317, -1.3871, 2.4908], [-3.0340, -1.9027, 3.1801], [-1.9511, -1.2583, 2.7353], [-2.2786, -0.3206, 1.8151], [-0.4572, -1.4422, 3.0827], [0.1750, -0.1182, 3.6977], [0.6961, 0.2515, 4.8785], [1.1852, 1.5122, 4.8286], [0.9135, 1.8997, 3.4959], [1.2251, 3.2105, 2.7965], [0.3375, 0.9370, 2.8545], [0.2780, -1.8895, 1.7509], [0.0338, -3.1268, 1.1727], [1.0596, -3.4336, 0.3337], [1.8691, -2.2984, 0.3713], [3.0201, -1.9813, -0.6018], [1.3752, -1.3848, 1.1710], [-0.2221, -2.5397, 4.1851], [0.8759, -3.3589, 4.2432], [0.7501, -4.0560, 5.4304], [-0.4524, -3.5336, 6.0338], [-1.0931, -3.7521, 7.3665], [-0.9855, -2.5935, 5.2388], [-4.7767, 0.5039, -0.1179], [-4.8826, 1.3376, 1.5502], [-3.4689, 1.3759, 0.5873], [-5.0679, -1.8448, 2.2663], [-2.9973, -2.7571, 3.8747], [0.7866, -0.3865, 5.7369], [1.6739, 2.0621, 5.6602], [1.1010, 3.0168, 1.7442], [0.6788, 4.1169, 3.1677], [2.2743, 3.5874, 2.8765], [-0.8805, -3.5736, 1.5156], [1.2615, -4.3647, -0.1615], [3.3641, -1.0429, -0.3410], [3.7618, -2.7707, -0.6087], [2.6856, -1.9976, -1.6367], [1.6618, -3.2088, 3.5318], [1.4818, -4.7965, 5.7952], [-1.8842, -4.5199, 7.4646], [-0.3424, -3.8706, 8.1448], [-1.5394, -2.8142, 7.6499], [3.7680, 1.4536, -7.1602], [3.7027, 2.6131, -6.3956], [3.1414, 2.4976, -5.1443], [2.9662, 3.7553, -4.5404], [2.3523, 3.8990, -3.2736], [1.9263, 2.8213, -2.5835], [1.2314, 2.8467, -1.2434], [0.2912, 4.0154, -0.8915], [1.3699, 1.9939, -0.4555], [2.0722, 1.4926, -3.1802], [1.6804, 0.4633, -2.6116], [2.7932, 1.3668, -4.4630], [4.3105, 1.7228, -8.0705], [2.7305, 1.1584, -7.3984], [4.3885, 0.7455, -6.6159], [3.1653, 4.6806, -4.9825], [2.2369, 4.8975, -2.9467], [0.7495, 4.8407, -0.4687], [-0.3924, 3.7243, -0.1734], [-0.1595, 4.4441, -1.7693], [2.8186, 0.2920, -4.8970], [-2.5052, -0.3124, -4.4803], [-2.0890, -0.1446, -3.0495], [-3.1686, -0.6549, -2.1946], [-0.8241, -1.3303, -2.5129], [0.1700, -1.3984, -3.7093], [-1.5102, -2.7803, -2.6373], [-0.2631, -1.0998, -1.1712], [-1.7723, 1.6142, -2.5735], [-3.2322, 2.2631, -2.9071], [-0.6936, 2.2296, -3.3586], [-1.7147, 1.5825, -1.0795], [-2.7213, -1.2792, -4.9066], [-1.7449, 0.0999, -5.1306], [-3.3387, 0.4045, -4.5372], [-3.1082, -0.0703, -1.4214], [1.0262, -1.1003, -3.4211], [-2.3763, -2.6987, -2.2500], [-3.2074, 2.7699, -3.7154]], "mulliken_charge": [2.455, -1.085, 0.654, -1.336, 0.033, 0.971, -0.592, -1.146, 1.054, -0.124, -1.357, 0.311, -0.834, -0.776, 3.515, -0.656, -1.462, 0.315, -1.359, -1.190, 0.653, -0.305, -1.036, 0.548, -1.170, -1.254, 0.293, 0.314, 0.042, 0.357, 0.453, 0.439, 0.362, -0.059, 0.264, 0.331, 0.586, 0.466, 0.439, 0.431, 0.070, 0.481, 0.342, 0.221, 0.327, 0.369, -0.771, -0.433, 1.056, -0.843, -0.060, 0.221, 0.725, -2.086, -0.709, -0.380, -0.275, -0.565, 0.231, 0.335, 0.330, 0.459, 0.562, 0.603, 0.468, 0.467, 0.235, -1.930, 1.207, -0.659, 0.642, -0.640, -0.624, 0.031, 0.810, -0.570, -0.933, -0.691, 0.334, 0.335, 0.479, 0.176, 0.355, 0.378, 0.368]}